Molecular formula: C49H40CsN5O2P2Se2
Method: DFT, the ωB97M-V functional and the def2-TZVPD basis

Each line ends with the Löwdin charge.
Element x y z (Å)
Cs  -0.1359  0.7024  0.0065  1.098
Se  2.5776  0.3992  2.7875  0.726
Se  1.8419  -1.7503  3.4695  0.671
C  0.0552  -1.1832  3.9269  -0.693
C  -0.3872  -1.4240  5.2237  -0.111
C  -1.6729  -1.0462  5.5726  -0.065
C  -2.4683  -0.4273  4.6249  -0.061
C  -1.9343  -0.2274  3.3624  -0.145
N  -0.7068  -0.6002  3.0046  -0.007
C  3.4904  -0.1947  1.1852  -0.646
C  4.8626  -0.3992  1.2477  -0.094
C  5.5125  -0.8854  0.1264  -0.061
C  4.7733  -1.1482  -1.0144  -0.061
C  3.4144  -0.8781  -0.9926  -0.145
N  2.7785  -0.4059  0.0815  -0.021
H  0.2772  -1.8826  5.9425  0.095
H  -2.0413  -1.2216  6.5754  0.110
H  -3.4755  -0.1058  4.8508  0.104
H  -2.5355  0.2346  2.5847  0.090
H  5.3936  -0.1865  2.1642  0.103
H  6.5798  -1.0664  0.1485  0.110
H  5.2366  -1.5423  -1.9087  0.104
H  2.8009  -1.0556  -1.8705  0.106
N  -2.3752  1.4777  -3.1189  -0.413
P  -0.6571  1.1419  -3.3497  0.917
C  -0.6108  1.2899  -5.1749  -0.369
C  0.4206  0.6239  -5.8339  -0.108
C  0.5615  0.7206  -7.2106  -0.085
C  -0.3432  1.4722  -7.9492  -0.088
C  -1.3824  2.1280  -7.3031  -0.082
C  -1.5125  2.0432  -5.9223  -0.096
C  0.1663  2.7032  -2.8669  -0.412
C  -0.4203  3.9617  -2.9792  -0.086
C  0.3116  5.0983  -2.6846  -0.062
C  1.6413  4.9908  -2.2822  -0.066
C  2.2329  3.7432  -2.1710  -0.068
C  1.4944  2.6010  -2.4606  -0.141
P  -3.1282  1.0481  -1.5946  0.924
C  -3.4823  2.7041  -0.8633  -0.391
C  -3.5349  2.8281  0.5161  -0.134
C  -3.8602  4.0407  1.1105  -0.077
C  -4.1190  5.1462  0.3154  -0.084
C  -4.0698  5.0311  -1.0717  -0.075
C  -3.7629  3.8128  -1.6569  -0.096
C  -4.8562  0.7121  -2.1372  -0.359
C  -5.8025  0.5422  -1.1242  -0.103
C  -7.1225  0.2557  -1.4232  -0.081
C  -7.5266  0.1251  -2.7479  -0.091
C  -6.5988  0.2843  -3.7617  -0.085
C  -5.2709  0.5731  -3.4568  -0.092
H  -2.8397  0.9613  -3.8583  -0.002
H  1.1172  0.0190  -5.2637  0.095
H  1.3713  0.2012  -7.7072  0.103
H  -0.2386  1.5444  -9.0242  0.102
H  -2.0892  2.7170  -7.8743  0.103
H  -2.3095  2.5819  -5.4223  0.096
H  -1.4554  4.0413  -3.2875  0.088
H  -0.1525  6.0739  -2.7654  0.106
H  2.2124  5.8796  -2.0423  0.097
H  3.2609  3.6559  -1.8433  0.109
H  1.9681  1.6237  -2.3969  0.085
H  -3.2928  1.9742  1.1408  0.080
H  -3.8888  4.1247  2.1895  0.105
H  -4.3597  6.0973  0.7742  0.100
H  -4.2813  5.8926  -1.6934  0.102
H  -3.7376  3.7141  -2.7360  0.096
H  -5.5068  0.6461  -0.0856  0.100
H  -7.8390  0.1321  -0.6210  0.104
H  -8.5591  -0.0983  -2.9833  0.101
H  -6.9004  0.1866  -4.7969  0.103
H  -4.5863  0.6972  -4.2866  0.087
O  -0.7023  3.1918  0.0642  -0.240
C  0.3362  3.5160  0.6462  -0.645
N  0.5777  4.7849  1.0998  0.158
C  1.8887  4.8831  1.6958  -0.255
C  2.3263  3.3905  1.5349  -0.474
O  3.4075  2.9735  1.9426  -0.053
N  1.3662  2.6601  0.9372  -0.053
C  2.7669  5.8653  0.9159  -0.135
C  4.0251  5.5351  0.4302  -0.024
C  4.7577  6.4632  -0.3053  -0.076
C  4.2515  7.7301  -0.5484  -0.097
C  3.0042  8.0753  -0.0384  -0.084
C  2.2748  7.1490  0.6881  -0.037
C  1.8456  5.2826  3.1745  -0.125
C  2.9409  5.0592  4.0046  -0.013
C  2.9104  5.4637  5.3317  -0.075
C  1.7937  6.1067  5.8486  -0.098
C  0.7021  6.3387  5.0244  -0.087
C  0.7300  5.9275  3.6978  -0.035
H  -0.0282  5.5446  0.8494  0.143
H  4.4261  4.5487  0.6218  0.108
H  5.7329  6.1886  -0.6885  0.103
H  4.8246  8.4489  -1.1202  0.099
H  2.6025  9.0667  -0.2063  0.101
H  1.3082  7.4391  1.0880  0.114
H  3.8111  4.5552  3.6075  0.113
H  3.7678  5.2724  5.9651  0.102
H  1.7735  6.4214  6.8843  0.098
H  -0.1777  6.8355  5.4143  0.099
H  -0.1441  6.0941  3.0802  0.104

Atoms 1-6, force components in eV/Å:
Cs -0.136 -2.777 0.092
Se 0.194 -0.242 0.069
Se -0.014 0.276 -0.064
C -0.145 -0.021 -0.088
C 0.029 -0.032 0.036
C 0.015 -0.011 0.056

The value obtained for the max |F| is 0.0541 Eh/bohr. As for the spin multiplicity: 1. The value obtained for the total energy is -7821.3010 Ha. As for the orbital gap: 7.859 eV.

Molecular formula: C49H41Cl2MnN2OP2S
Method: DFT, the ωB97M-V functional and the def2-TZVPD basis

Each line ends with the Mulliken spin population.
Element x y z (Å)
Mn  -1.4488  1.7539  0.0151  4.404
Cl  -0.8990  3.7816  0.6835  -0.008
C  -2.1296  4.9539  0.3172  0.054
C  -1.9564  6.2920  0.5972  0.003
C  -2.9873  7.1565  0.2614  0.002
C  -4.1514  6.6872  -0.3264  -0.002
C  -4.3081  5.3338  -0.5820  -0.004
Cl  -5.7482  4.7256  -1.2945  -0.006
C  -3.2806  4.4430  -0.2660  0.021
S  -3.4318  2.7327  -0.5643  -0.277
H  -1.0550  6.6595  1.0690  -0.001
H  -2.8762  8.2119  0.4661  0.000
H  -4.9419  7.3770  -0.5879  -0.001
C  4.8202  -3.7874  -0.9685  0.000
C  4.1280  -3.1177  0.2295  0.000
C  4.8993  -3.4089  1.5320  0.000
C  4.0844  -1.5995  0.0384  0.001
C  5.2495  -0.8429  0.0568  -0.001
C  5.2082  0.5420  0.0575  0.001
C  3.9951  1.2072  0.0385  -0.008
C  2.8066  0.4937  -0.0843  -0.001
P  1.1880  1.4162  -0.0570  0.096
C  1.2621  2.4644  -1.5682  -0.094
C  2.3231  3.2831  -1.9480  -0.008
C  2.2568  4.0150  -3.1245  0.004
C  1.1451  3.9310  -3.9500  0.002
C  0.0899  3.1014  -3.6016  0.001
C  0.1558  2.3783  -2.4233  0.059
C  1.5674  2.4236  1.4296  -0.066
C  1.2269  1.7811  2.6233  -0.017
C  1.4816  2.3846  3.8441  0.002
C  2.0745  3.6397  3.8780  0.000
C  2.4122  4.2813  2.6951  0.001
C  2.1548  3.6829  1.4698  0.014
C  2.8873  -0.9037  -0.1025  0.011
O  1.7124  -1.5649  -0.2303  -0.012
C  1.6188  -2.8742  0.1834  0.008
C  0.2932  -3.2912  0.4001  -0.006
C  0.0617  -4.6062  0.7622  0.002
C  1.1517  -5.4588  0.9088  0.000
C  2.4489  -5.0021  0.7347  0.001
C  2.7200  -3.6809  0.3809  0.001
P  -0.7892  -1.8556  0.0583  0.087
C  -1.1176  -2.2128  -1.7086  -0.013
C  -0.5367  -1.2921  -2.5832  -0.006
C  -0.6132  -1.4666  -3.9564  0.004
C  -1.3121  -2.5501  -4.4691  0.001
C  -1.8778  -3.4802  -3.6078  0.000
C  -1.7576  -3.3326  -2.2330  -0.001
C  -2.3553  -2.0513  1.0841  -0.008
C  -1.8970  -2.4203  2.4551  0.000
C  -2.5672  -3.2732  3.2270  -0.002
C  -3.8432  -3.8410  2.7956  -0.001
C  -4.3812  -3.5650  1.6079  -0.002
C  -3.6789  -2.7028  0.6113  -0.009
H  5.8457  -3.4330  -1.0784  0.000
H  4.2780  -3.5715  -1.8899  0.000
H  4.8465  -4.8683  -0.8302  0.000
H  5.9153  -3.0195  1.4836  0.000
H  4.9619  -4.4816  1.7123  0.000
H  4.3936  -2.9450  2.3798  0.000
H  6.2076  -1.3444  0.0929  0.000
H  6.1288  1.1066  0.1145  0.000
H  3.9858  2.2818  0.1510  -0.001
H  3.2119  3.3533  -1.3381  0.000
H  3.0875  4.6494  -3.4042  0.000
H  1.1083  4.4965  -4.8711  0.000
H  -0.7672  3.0036  -4.2553  0.000
H  -0.6518  1.6731  -2.2167  -0.004
H  0.7782  0.7909  2.5821  0.010
H  1.2248  1.8773  4.7647  0.000
H  2.2660  4.1214  4.8274  0.000
H  2.8864  5.2536  2.7272  0.000
H  2.3968  4.2094  0.5543  -0.001
H  -0.9441  -4.9651  0.9446  0.000
H  0.9876  -6.4940  1.1779  0.000
H  3.2709  -5.6908  0.8832  0.000
H  0.0011  -0.4497  -2.1645  0.006
H  -0.1179  -0.7673  -4.6184  0.000
H  -1.4005  -2.6810  -5.5394  0.000
H  -2.4004  -4.3370  -4.0131  0.000
H  -2.1324  -4.1183  -1.5887  0.000
H  -0.9627  -1.9781  2.7865  -0.002
H  -2.1828  -3.5579  4.1972  0.000
H  -4.3628  -4.5038  3.4755  0.000
H  -5.3337  -3.9910  1.3125  0.000
H  -3.6409  -3.1883  -0.3612  0.001
C  -3.2160  0.2140  2.1765  0.041
C  -3.0432  -0.6353  0.9364  0.087
N  -2.5424  0.1271  -0.2090  -0.439
C  -3.4061  -0.1047  -1.2593  0.117
C  -4.4566  -0.8744  -0.9616  -0.061
N  -4.3253  -1.3198  0.4227  0.001
H  -2.2978  0.7885  2.3449  0.006
H  -3.3843  -0.3942  3.0647  0.001
H  -4.0412  0.9155  2.0439  0.008
H  -3.2140  0.3274  -2.2305  0.005
H  -5.2631  -1.2382  -1.5741  0.002
H  -5.1775  -1.1895  0.9732  -0.001

Atoms 1-6, force components in eV/Å:
Mn -0.733 -1.841 -0.654
Cl 1.047 1.798 1.006
C -0.961 0.231 -0.417
C 0.276 -0.037 0.116
C 0.030 0.024 0.017
C -0.040 0.008 -0.023

Its total charge is +2. The value obtained for the max |F| is 0.0449 Eh/bohr. As for the spin multiplicity: 5. Its expectation value of S² is 6.334. The energy above the lowest of the compared OMol25 structures with the same formula, charge and spin comes out at 533.0 kJ/mol. The value obtained for the total energy is -5228.2816 Ha. As for the orbital gap (alpha / beta): 4.901 / 6.592 eV.

Which value of total energy does entry 1 give?
-7821.3010 Ha

The lowest spin multiplicity belongs to which entry?
C49H40CsN5O2P2Se2

max |F| of number 2 (C49H41Cl2MnN2OP2S)?
0.0449 Eh/bohr